(1)
42
Properties=species:S:1:pos:R:3:mulliken_charge:R:1 method="wB97M-V/def2-TZVPD" homo_energy_ev=-3.527 charge=-1 relative_energy_kcal_mol=57.0
H -5.34 3.97 -2.35 0.346
Cl 0.50 -1.66 2.74 -0.293
C 6.11 -0.25 3.31 -0.572
H -1.24 -0.08 1.01 0.267
H -5.42 1.97 -4.01 0.319
H -1.84 0.33 -1.98 -0.050
Ga 5.01 -3.11 2.42 0.223
O -0.39 -0.96 -1.37 -0.613
H 5.71 -3.94 3.62 -0.275
C -2.72 -1.35 -0.97 -1.284
H -2.79 -1.97 -1.88 0.318
H -3.69 -0.88 -0.79 0.295
C -3.67 2.73 -2.97 0.452
H -3.92 1.17 -4.45 0.318
H 5.68 0.85 3.15 0.185
H 6.58 -1.05 1.23 0.224
H -4.16 4.80 -3.41 0.389
C -1.50 0.54 0.14 -1.064
H -0.19 -1.53 -0.61 0.363
H -2.44 1.07 0.35 0.357
H 3.48 0.34 1.96 0.096
H -4.76 1.72 -1.70 0.287
H 2.74 -3.44 3.89 0.256
C 2.77 -0.52 1.54 -0.669
H 5.14 -3.88 1.00 -0.268
C 2.37 -1.45 2.83 0.154
H 6.69 -0.56 4.29 0.218
C 2.99 -2.97 2.82 -0.871
C -1.63 -0.31 -1.12 0.726
H 3.43 -1.18 0.81 0.170
C -4.35 2.14 -4.20 -1.257
H -2.60 2.84 -3.16 0.264
C 6.01 -1.31 2.25 -0.348
H 2.55 -0.90 3.88 0.312
H -4.25 2.81 -5.06 0.390
H -2.51 -2.04 -0.14 0.381
H -3.78 4.48 -1.70 0.336
O -3.81 1.83 -1.88 -0.406
C -4.27 4.07 -2.59 -1.401
H 1.87 0.00 1.01 0.199
H 2.35 -3.59 2.05 0.279
H -0.70 1.28 0.02 0.248


(2)
19
Properties=species:S:1:pos:R:3:mulliken_charge:R:1 method="wB97M-V/def2-TZVPD" s2=2.017 homo_energy_ev="-8.844 / -13.433" multiplicity=3 charge=+1 relative_energy_kcal_mol=86.9
H -1.54 2.79 0.61 0.325
H 1.09 -0.17 1.24 0.503
H -0.87 1.67 1.60 0.358
C 1.09 -0.48 0.21 -1.170
H -1.47 1.18 -1.31 0.396
H -1.10 -0.56 1.61 0.332
H 2.63 -0.43 -1.34 0.307
H 1.29 -1.55 0.11 0.507
N -1.06 -1.17 0.81 -0.260
C -0.29 -0.34 -0.34 0.327
H 3.04 0.19 0.36 0.317
C -1.32 1.71 0.67 -1.214
C 2.31 0.27 -0.52 -1.057
H 2.03 1.23 -0.90 0.345
H -2.01 -1.46 0.36 0.448
C -0.93 1.06 -0.40 -0.212
S -0.54 -1.20 -1.90 0.174
H -0.45 -1.96 1.06 0.367
H -1.89 -0.77 -1.94 0.209


(3)
65
Properties=species:S:1:pos:R:3:mulliken_charge:R:1 method="wB97M-V/def2-TZVPD" s2=6.255 homo_energy_ev="-0.800 / -1.067" multiplicity=5 charge=-1 relative_energy_kcal_mol=30.0
H 2.75 -4.02 -6.61 0.265
H 2.25 -2.79 -7.82 0.275
C -1.91 2.83 1.64 0.619
H -3.01 2.13 -0.26 0.415
H -2.74 -1.55 3.16 0.355
H 4.28 -2.06 -4.52 0.318
H -4.54 2.48 6.63 0.424
H -6.25 1.50 5.09 0.423
C -2.49 1.88 2.66 0.013
C 0.19 2.08 0.79 -0.335
C -5.54 1.58 4.26 -1.720
H -1.64 -2.13 0.72 0.410
H 4.04 1.35 -2.62 0.349
C 2.62 -2.94 -6.80 -0.532
H -5.68 2.55 3.77 0.386
H 1.49 -0.33 3.23 0.386
C 1.72 -1.88 -2.42 0.118
H -2.33 3.84 1.72 0.285
H 4.79 -2.91 -6.48 0.273
H -3.99 3.57 5.33 0.375
O 1.26 -0.50 -2.57 -0.586
H 3.56 0.41 -0.22 0.511
C 3.95 -2.20 -6.58 -0.557
C -3.84 2.59 5.79 -1.760
H 1.52 -2.43 -3.33 -0.197
H 1.21 -3.14 -5.15 0.236
C 2.50 -0.04 -2.01 2.397
C 3.20 -1.43 -2.17 -1.097
H -0.82 -0.43 4.70 0.334
H 4.17 -0.45 -5.23 0.328
C -3.19 1.58 3.62 -0.510
H 1.25 2.22 0.56 0.629
C -0.71 -0.68 3.65 -0.224
C 2.95 1.22 -2.72 -1.810
H 0.82 -1.83 -6.28 0.268
Cr -0.93 0.48 1.83 0.008
C -1.16 -1.60 1.55 -1.177
C -0.87 1.58 -0.13 -0.654
H -5.74 0.79 3.54 0.357
H -2.82 2.54 6.18 0.360
O 2.34 -1.40 -4.88 -0.152
H 3.97 -1.46 -2.94 0.131
C -0.42 2.68 1.89 -1.296
H 4.16 -1.49 -7.39 0.242
C 1.65 -2.34 -5.76 -0.438
C -4.10 1.47 4.78 2.260
H 3.53 -1.87 -1.23 0.351
C -2.08 2.11 0.31 -0.852
H 2.47 2.08 -2.23 0.377
C 2.55 0.09 -0.51 -0.490
C -1.74 -1.28 2.83 -0.326
C 3.74 -1.46 -5.25 -0.488
C -3.91 0.12 5.47 -1.571
C 0.51 -0.65 2.88 -0.963
H 1.80 0.78 -0.12 -1.163
C 0.23 -1.25 1.59 0.399
H -0.68 1.07 -1.08 0.494
H -4.62 0.04 6.31 0.479
H 2.36 -0.89 -0.04 0.197
H 0.12 3.14 2.73 0.383
H -2.90 0.01 5.86 0.225
H -4.11 -0.70 4.77 0.213
H 2.67 1.17 -3.78 0.352
H 1.21 -2.29 -1.53 0.337
H 0.96 -1.53 0.84 0.342


(4)
13
Properties=species:S:1:pos:R:3:mulliken_charge:R:1 method="wB97M-V/def2-TZVPD" homo_energy_ev=-8.049 relative_energy_kcal_mol=149.8
C -0.63 -0.31 -0.52 0.188
H -2.63 0.17 -0.07 0.292
H 2.48 1.22 0.70 0.220
N 1.92 -0.99 0.01 -0.693
H 2.60 0.79 -0.96 0.306
H -2.36 -1.59 -0.02 0.324
C 2.08 0.51 -0.12 -0.392
H -0.85 -0.39 -1.63 0.287
C 0.25 0.77 0.11 -0.606
H 0.08 1.54 0.80 0.350
H -1.80 -0.50 1.43 0.265
C -1.86 -0.62 0.21 -1.145
C 0.71 -0.59 0.06 0.604


(5)
92
Properties=species:S:1:pos:R:3:mulliken_charge:R:1 method="wB97M-V/def2-TZVPD" smiles="O=C1OCCO1.O=C1OCCO1.CNC(C)=O.CNC(C)=O.CNC(C)=O.CNC(C)=O.ClCCCl.ClCCCl.ClCCCl" homo_energy_ev=-9.090 relative_energy_kcal_mol=113.2
C -7.43 -3.45 -1.29 -0.376
H -1.93 -4.79 5.17 0.312
O -1.42 2.93 6.37 -0.302
H 0.56 -6.62 5.34 0.346
N -0.66 -2.20 -6.92 -0.137
H 2.80 -0.26 1.53 0.273
H 10.52 3.66 1.95 0.342
H -0.04 -7.91 -4.49 0.257
O -0.70 0.79 6.64 -0.509
C 2.00 0.38 1.92 -1.126
H 0.08 4.84 -4.37 0.234
C 9.69 2.97 1.82 -0.855
Cl -2.11 6.51 1.76 -0.224
H 8.33 4.58 2.30 0.250
C 0.80 0.64 0.90 0.670
H 1.23 3.76 -5.08 0.283
H -3.05 0.03 -6.23 0.296
Cl -4.14 4.60 -1.55 -0.189
C 1.96 5.21 -3.64 0.708
C -0.46 -6.33 5.61 -0.477
H -0.11 -1.10 1.50 0.244
O 6.39 3.68 3.20 -0.660
C 7.38 3.00 2.89 0.632
Cl -9.16 -5.33 -1.98 -0.188
H 2.84 6.39 -0.76 0.292
H -1.88 -0.58 -5.16 0.267
H -2.13 5.78 -1.02 0.288
N -0.19 -0.28 0.92 -0.194
H -1.26 -7.04 5.43 0.288
N 8.48 3.59 2.45 -0.189
H 4.09 5.39 -1.26 0.331
C -3.35 5.53 0.79 -0.426
C -1.03 -0.33 -0.26 -0.802
O 0.96 1.45 0.05 -0.593
O -0.78 2.32 8.40 -0.326
H -0.02 -2.03 -4.92 0.290
C -1.91 -8.36 -4.15 -0.306
H 2.23 4.17 -1.94 0.178
H 10.14 2.12 2.34 0.286
H -2.08 -9.39 -3.83 0.284
H 1.70 -0.03 2.88 0.358
O -0.87 -6.45 -3.25 -0.290
H -3.55 6.77 -1.03 0.312
Cl -0.52 -6.16 7.41 -0.202
H -1.43 0.65 -0.52 0.230
C 0.95 4.22 -4.14 -0.833
O -2.78 -5.13 -3.09 -0.589
H 7.26 1.01 2.07 0.252
H -1.81 -1.09 -0.30 0.340
O -2.68 -1.95 -7.81 -0.670
H -7.33 -3.35 -2.37 0.322
C -2.01 -0.30 -6.21 -0.992
C -0.96 1.86 7.11 0.652
Cl -0.75 -5.21 3.25 -0.172
H -4.36 5.72 1.16 0.344
H -2.31 3.39 8.99 0.269
H 8.42 1.31 3.51 0.325
C -1.35 3.58 8.51 -0.309
O -2.79 -7.43 -3.58 -0.319
C -0.90 -5.04 4.90 -0.361
Cl -8.56 -2.40 -0.43 -0.179
H -6.45 -3.12 -0.96 0.256
H -7.87 -5.18 -0.03 0.314
H -2.20 4.61 6.87 0.269
H -0.38 4.62 6.86 0.282
H -1.94 -8.27 -5.24 0.257
H -0.37 -0.64 -1.07 0.275
C -1.29 4.06 7.10 -0.317
N 2.42 5.09 -2.33 -0.106
H -0.82 4.32 9.10 0.288
C -3.18 5.80 -0.72 -0.399
C -7.70 -4.88 -1.06 -0.396
C -2.19 -6.23 -3.33 0.689
O 2.46 6.07 -4.41 -0.658
C 7.43 1.42 3.07 -0.959
H -0.23 -8.41 -2.79 0.308
C 3.29 6.00 -1.67 -0.955
H -1.27 0.48 -6.41 0.282
H 2.40 1.32 2.29 0.322
H 3.76 6.71 -2.35 0.326
C -1.83 -1.57 -6.99 0.680
H 0.81 3.45 -3.38 0.208
C 0.37 -1.99 -5.94 -0.918
H 1.28 -2.56 -6.15 0.333
H -3.17 4.46 0.84 0.293
H -6.93 -5.56 -1.42 0.247
C -0.65 -7.81 -3.59 -0.295
H 6.64 0.98 3.69 0.293
H 0.77 -0.98 -5.94 0.307
H -0.54 -3.02 -7.50 0.267
H 9.55 2.80 0.75 0.283
H -0.18 -4.29 5.24 0.267


(6)
160
Properties=species:S:1:pos:R:3:mulliken_charge:R:1 method="wB97M-V/def2-TZVPD" smiles="CCCCCCCCCCCCCCCCCC[PH](CC(=O)Cl)(CP(=O)(O)O)[C@H](C)CCC.CN(C)C=O.CN(C)C=O.CN(C)C=O.CN(C)C=O.CN(C)C=O.CN(C)C=O" homo_energy_ev=-8.455
H 0.33 -2.77 2.82 0.594
H -3.03 -0.13 -0.24 -0.077
H 3.75 2.32 -7.28 0.275
C 2.34 1.24 1.41 -0.773
H -1.46 3.06 -1.15 -0.454
C -2.07 -1.92 3.93 -0.046
H -5.67 -3.00 2.60 0.530
H 4.81 -3.60 -5.84 0.253
C -3.41 0.60 -0.95 -0.669
C 5.16 -2.97 -2.08 -0.981
C 1.34 5.49 -0.87 -1.134
H -4.80 -1.57 -3.15 0.381
H -0.21 4.44 1.04 0.247
H -4.95 -0.49 1.13 -0.203
H 0.02 1.17 6.59 0.276
O 1.84 6.28 1.30 -0.482
H -2.22 3.88 2.23 0.471
H -4.65 -3.48 -1.58 0.330
H -6.44 -1.24 0.63 0.129
H 5.34 2.46 -6.54 0.308
H -1.98 2.55 1.04 -0.065
H -10.44 0.09 -1.53 0.300
H 5.83 -3.01 -2.93 0.498
H -3.30 -1.61 -2.22 0.407
H 7.33 -4.33 -8.49 0.330
C -3.60 3.87 0.61 -1.741
H -8.56 -0.89 -4.98 0.309
H 1.41 4.03 -4.79 0.347
H 6.06 2.45 -10.21 0.264
C 0.37 -2.54 3.88 -1.556
O 5.57 0.99 -8.89 -0.590
H 2.87 0.43 3.33 0.611
H 0.44 -7.10 7.30 0.228
H -1.48 5.47 0.46 0.783
C 1.08 2.16 -0.66 -0.156
H 1.10 -3.20 4.35 0.340
H 0.73 -3.27 8.83 0.416
C 0.79 -1.08 4.15 0.131
H 3.88 -1.57 -3.75 0.272
H 0.61 1.82 -3.73 0.445
H -3.47 -3.33 3.12 0.387
C 1.72 2.58 7.88 -0.959
C 4.63 2.96 -7.19 -0.983
H -2.61 0.86 -1.65 0.528
P 0.90 3.78 -1.53 1.522
C -4.66 -2.42 0.24 -0.583
H 3.04 -0.58 -2.53 0.143
H 1.48 3.21 1.28 0.290
C -10.47 -0.81 -2.16 -0.966
H -10.09 -1.75 -4.76 0.336
C -5.03 -2.51 -1.25 -0.727
C -2.20 3.61 1.18 -0.129
N 1.49 1.15 8.01 0.121
H 5.78 4.57 -9.98 0.320
C 7.17 -4.86 -5.38 0.112
H 6.00 -5.49 -8.25 0.328
H 1.78 -1.07 4.60 0.622
H -1.25 -3.89 4.19 0.464
C -4.60 0.02 -1.73 -0.355
H 2.75 2.77 7.57 0.346
H -1.96 4.43 -2.86 0.382
C -4.38 -1.45 -2.14 -0.943
H 5.29 -3.14 -7.49 0.395
C 2.17 5.61 0.37 0.394
H -3.85 4.93 0.65 0.399
O -7.87 -0.82 -1.30 -0.660
C 0.26 -6.04 7.08 0.078
H -5.53 0.12 -1.17 0.327
C 5.32 4.56 -8.99 -0.918
H 4.34 3.91 -6.75 0.381
C 6.91 -5.07 -7.80 -0.932
N 6.60 -4.45 -6.53 0.121
H -4.36 3.33 1.17 0.460
H -0.62 -3.55 7.72 0.259
O 6.93 -4.36 -4.29 -0.584
C 0.42 -3.78 7.93 -0.823
H 2.12 -5.32 9.54 0.322
H 1.89 1.56 -1.08 0.076
H -6.10 -2.53 -1.38 0.156
H 5.52 -1.53 0.03 0.284
O -0.18 -5.65 6.01 -0.513
H 1.05 2.99 7.13 0.311
C 4.01 -0.90 -2.90 -0.868
H 5.68 -3.35 -1.21 0.259
H 1.19 -6.81 9.31 0.305
H -11.38 -0.81 -2.75 0.381
H 5.94 5.16 -8.31 0.314
O 3.96 1.95 -4.15 -0.632
C -1.13 4.43 0.46 -0.936
H 3.30 1.75 1.44 0.349
H -7.28 -0.87 -3.24 -0.031
O 1.49 1.44 -3.72 -0.540
C 2.66 3.57 -2.35 -1.105
C 4.96 -0.94 -0.71 -0.039
H -10.46 -1.67 -1.50 0.291
C -8.09 -0.84 -2.49 0.436
H 2.39 0.37 0.77 0.334
H 4.56 -0.02 -3.21 0.389
H -1.77 -1.64 2.92 0.017
H 7.87 -5.69 -5.51 0.237
H -3.73 -2.94 4.82 0.294
N -9.32 -0.84 -3.04 0.142
H -4.70 0.60 -2.64 0.510
C -3.47 -2.51 3.84 -0.755
C 1.98 0.81 2.83 -1.251
C -0.93 4.00 -1.01 0.466
N 4.73 -1.60 -1.85 0.300
H 3.14 4.49 -2.71 0.683
O 0.34 -0.69 7.35 -0.583
C 1.27 2.22 0.88 0.690
H -3.94 -0.64 2.92 0.267
H 0.47 -5.45 10.18 0.315
H 0.32 1.92 1.33 -0.800
H -4.89 -0.96 4.35 0.474
H 1.63 1.68 3.40 0.194
C -5.64 -1.91 2.55 -1.336
C 1.12 -5.73 9.35 -0.932
H 1.54 3.09 8.82 0.362
H -3.68 3.55 -0.43 0.382
H 0.39 3.75 -2.88 -0.464
N 5.21 3.20 -8.51 0.200
H -10.07 0.02 -4.80 0.333
N 0.60 -5.22 8.10 0.186
H 1.01 -3.42 7.09 0.186
C 2.28 0.39 8.96 -0.932
C 0.56 0.50 7.28 0.151
H -3.59 -2.20 0.34 0.018
H -4.80 -3.41 0.66 0.681
C -4.48 -1.42 3.45 -0.590
P 2.66 2.53 -3.81 0.798
C 5.65 -3.35 -6.48 -0.890
H 7.63 -5.87 -7.66 0.296
O 4.60 0.21 -0.49 -0.534
C -1.00 -2.87 4.49 -0.290
H -6.60 -1.55 2.94 0.343
H -2.46 5.47 -1.55 0.430
C -1.59 4.99 -2.00 -1.844
H -2.10 -1.00 4.51 0.339
H 4.33 5.02 -9.06 0.312
H 0.09 -0.61 4.83 -0.324
H 6.13 -2.45 -6.08 0.305
O 2.21 3.53 -5.01 -0.479
H -3.69 1.52 -0.43 -0.221
H 2.83 -0.40 8.44 0.276
H 1.63 -0.08 9.70 0.277
H 0.46 6.10 -0.70 0.455
Cl 3.71 4.75 0.44 -0.133
H 3.38 3.09 -1.68 0.319
H 4.29 -3.60 -2.28 0.302
H 0.91 -0.89 1.99 0.256
C -9.52 -0.86 -4.48 -0.914
H 0.17 1.59 -0.85 0.408
C 5.64 2.15 -9.23 0.086
H -0.09 0.33 2.79 -0.022
H -0.89 5.73 -2.39 0.408
H 2.98 1.05 9.46 0.392
C -5.48 -1.44 1.10 0.555
C 0.85 -0.23 2.86 -0.105
H 1.90 5.98 -1.67 0.752
H -0.94 -2.83 5.58 -0.245